(1)
One molecule with the formula CH3IOS2. Source: the Open Molecules 2025 dataset; level of theory: ωB97M-V/def2-TZVPD.

ORCA input file:
```
! RIJCOSX wB97M-V def2-TZVPD def2/J DEFGRID3
* xyz 0 1
C 0.88 0.38 0.17
O -0.53 -0.75 -1.84
S -0.70 -2.02 0.93
S -0.67 -0.50 -0.18
I -2.43 1.18 0.31
H 0.79 0.83 1.23
H 1.62 -0.24 -0.12
H 1.05 1.12 -0.50
*
```

Properties
Kohn-Sham gap = 7.643 eV
SMILES = C[S@@](=O)(=S)I
Highest occupied orbital energy = -9.7 eV

Charges obtained by Mulliken population analysis, quoted in units of e: C -0.95; O -0.55; S -0.22; S 0.50; I 0.08; H 0.32; H 0.42; H 0.39

(2)
One molecule with the formula CH3IOS2. Source: the Open Molecules 2025 dataset; level of theory: ωB97M-V/def2-TZVPD.

ORCA input file:
```
! RIJCOSX wB97M-V def2-TZVPD def2/J DEFGRID3
* xyz 0 1
C 0.67 0.24 -0.33
O 0.96 0.39 0.99
S -0.19 -1.37 -0.72
S -1.77 -1.17 0.61
I -3.15 0.64 -0.20
H 1.72 0.14 -0.96
H 1.63 -0.11 1.25
H 0.14 1.24 -0.64
*
```

Properties
Kohn-Sham gap = 7.945 eV
SMILES = OCSSI
Highest occupied orbital energy = -8.8 eV

Charges obtained by Mulliken population analysis, quoted in units of e: C -0.26; O -0.40; S -0.05; S -0.13; I 0.06; H 0.24; H 0.29; H 0.25

Computed stability ranking, most favorable first: (2), (1)

(1)
CH3IOS2 as an isolated structure. Source: the Open Molecules 2025 dataset; level of theory: ωB97M-V/def2-TZVPD.

ORCA input file:
```
! RIJCOSX wB97M-V def2-TZVPD def2/J DEFGRID3
* xyz 0 1
C 0.02 -1.59 -0.05
O -1.27 2.70 0.75
S -0.36 1.60 0.39
S -0.01 -0.39 -1.40
I 1.65 2.86 -0.32
H -0.42 -2.47 -0.49
H 0.99 -1.75 0.45
H -0.59 -0.97 0.66
*
```

Properties
Kohn-Sham gap (spin up / spin down) = 6.694 / 6.690 eV
Highest occupied orbital energy (spin up / spin down) = -9.1 / -9.1 eV

Charges obtained by Mulliken population analysis, quoted in units of e: C -0.63; O -0.42; S 0.34; S -0.13; I 0.08; H 0.28; H 0.27; H 0.20

(2)
One molecule with the formula CH3IOS2. Source: the Open Molecules 2025 dataset; level of theory: ωB97M-V/def2-TZVPD.

ORCA input file:
```
! RIJCOSX wB97M-V def2-TZVPD def2/J DEFGRID3
* xyz 0 1
C -0.58 -0.31 0.18
O -1.92 -0.13 0.17
S 0.21 1.15 -0.58
S 1.92 1.19 0.35
I 3.06 -0.71 -0.41
H -0.29 -1.35 -0.17
H -2.10 0.20 -0.72
H -0.29 -0.03 1.17
*
```

Properties
Kohn-Sham gap = 8.170 eV
SMILES = OCSSI
Highest occupied orbital energy = -8.8 eV

Charges obtained by Mulliken population analysis, quoted in units of e: C -0.31; O -0.46; S -0.02; S -0.17; I 0.06; H 0.29; H 0.30; H 0.30

(3)
One molecule with the formula CH3IOS2. Source: the Open Molecules 2025 dataset; level of theory: ωB97M-V/def2-TZVPD.

ORCA input file:
```
! RIJCOSX wB97M-V def2-TZVPD def2/J DEFGRID3
* xyz 0 1
C -0.07 0.76 0.12
O 2.10 -1.06 0.62
S -0.32 -0.67 -0.98
S 1.33 -1.84 -0.36
I -3.16 -0.40 -0.63
H 0.18 0.28 1.02
H -0.88 1.54 0.40
H 0.82 1.38 -0.18
*
```

Properties
Kohn-Sham gap (spin up / spin down) = 6.419 / 7.390 eV
Highest occupied orbital energy (spin up / spin down) = -8.9 / -9.0 eV

Charges obtained by Mulliken population analysis, quoted in units of e: C -0.85; O -0.42; S -0.07; S 0.40; I -0.10; H 0.37; H 0.34; H 0.33

(4)
CH3IOS2 as an isolated structure. Source: the Open Molecules 2025 dataset; level of theory: ωB97M-V/def2-TZVPD.

ORCA input file:
```
! RIJCOSX wB97M-V def2-TZVPD def2/J DEFGRID3
* xyz 0 1
C 0.13 -0.71 -0.47
O -1.77 0.77 0.28
S 0.70 2.74 -0.77
S -0.36 0.70 0.57
I 2.10 -1.54 0.33
H -0.45 -1.62 -0.37
H 0.04 -0.26 -1.46
H -0.39 -0.09 1.90
*
```

Properties
Kohn-Sham gap (spin up / spin down) = 7.101 / 7.046 eV
Highest occupied orbital energy (spin up / spin down) = -9.6 / -9.6 eV

Charges obtained by Mulliken population analysis, quoted in units of e: C -0.81; O -0.50; S -0.12; S 0.31; I 0.08; H 0.42; H 0.40; H 0.22

Computed stability ranking, most favorable first: (2), (3), (1), (4)